Record 1
Below is a cluster of 2 separate species, CH6NPS in total, with properties calculated with the ωB97M-V functional and the def2-TZVPD basis.

Last column: natural (NBO) charge in e.
Cartesian coordinates (Å):
S 2.22983 -0.22821 0.93794  -0.318
P 0.77336 -1.64374 0.51986  0.573
N -0.84851 1.30820 -1.83240  -1.053
C -0.54952 -0.75574 1.07701  -0.863
H -0.17269 1.24818 -1.17305  0.350
H -1.61468 -0.78872 0.77502  0.232
H -1.81384 1.42529 -1.40609  0.355
H -0.43121 -0.00617 1.86527  0.222
H 3.30861 -0.91725 1.44891  0.152
H -0.88135 0.35815 -2.21247  0.350

Output
lowest unoccupied orbital energy	-0.0119	Eh
HOMO-LUMO gap	0.32098	Ha
energy relative to the best compared isomer or geometry (same formula, charge and spin)	157.5	kJ/mol
SMILES	C=PS.N
HOMO level	-9.06	eV

Record 2
Below is a structure of composition C34H34N3O8P2PdS, with properties calculated with the ωB97M-V functional and the def2-TZVPD basis.

Last column: Mulliken charge in e.
Cartesian coordinates (Å):
Pd 1.45934 -0.09438 1.37002  0.654
S 1.01814 -1.67075 -1.60817  -0.092
P 4.19859 0.48950 1.89863  0.529
P 2.16909 0.12177 3.84422  0.240
O 1.63330 -0.50683 -0.85026  0.013
O 1.23817 1.14211 3.20416  -0.107
O 3.68232 0.50343 3.46157  -0.305
O 3.54662 -0.71403 1.23688  -0.245
O 2.16045 0.17373 5.41289  -0.537
O 3.34244 1.73536 1.29275  -0.190
O 1.80469 -1.24561 3.34346  -0.451
O 5.63612 0.71603 1.82934  -0.792
N -0.23584 1.18723 0.54185  0.201
N -2.01319 -0.31254 0.77243  0.072
N -2.42070 1.92810 0.70826  0.219
C 1.47604 -0.39797 -5.95227  -0.458
C -1.37441 -1.53800 0.95303  1.438
C 4.42202 -3.76309 -1.00644  -0.872
C -0.21449 -4.03736 1.37428  -1.249
C -0.02494 -1.68226 1.19238  -1.432
C -4.69116 2.72370 0.51780  0.661
C -4.28815 3.53594 -0.68174  -1.533
C 0.98600 3.11728 -0.32371  0.759
C -3.64688 -2.58738 0.60212  -1.701
C -6.36336 2.01206 2.11643  -0.707
C -5.43197 1.20863 2.75444  -1.002
C -3.76131 1.90995 1.17295  0.339
C 0.57297 -2.90037 1.41161  0.562
C -5.98881 2.76284 1.01247  -0.754
C -1.50858 0.92862 0.73068  -0.579
C 2.35182 -0.43823 -3.71293  -0.179
C 1.25347 -1.18821 -3.32708  0.542
C 0.23746 2.50414 0.70576  0.117
C 0.51665 4.46017 2.09738  -1.095
C 3.51792 -2.71726 -1.11965  -0.092
C 1.16378 2.45365 -1.65532  -1.135
C 4.02034 -5.06281 -1.28149  -0.511
C -1.57181 -3.92439 1.10578  -0.917
C 1.33079 5.02872 1.12491  -0.769
C -0.03146 3.21463 1.88965  0.751
C -4.12817 1.16203 2.29056  -0.159
C 1.52790 4.37146 -0.07995  -1.065
C 0.38016 -1.14977 -5.55188  -0.708
C 1.80318 -4.29244 -1.79134  -0.273
C 0.26119 -1.54357 -4.22785  -0.411
C 2.22338 -2.99819 -1.51999  0.690
C -2.17354 -2.69377 0.89403  1.267
C 2.71388 -5.32905 -1.67395  -0.774
C 2.45913 -0.04360 -5.03644  -0.838
H 2.71545 0.85525 5.81788  0.331
H 1.56363 -0.08413 -6.98381  0.416
H -3.02104 -0.35983 0.76203  0.179
H -5.16138 3.98551 -1.14830  0.425
H -0.62403 2.74660 2.66323  0.615
H 3.79844 -1.70495 -0.86433  0.308
H -2.04858 2.83130 0.45214  0.406
H 1.63374 -2.96779 1.62135  0.757
H -3.83195 -2.08000 -0.34793  0.393
H 4.72791 -5.87565 -1.18612  0.431
H 1.84162 1.60769 -1.55953  -0.050
H 1.79705 5.98834 1.30548  0.462
H -3.60815 4.34658 -0.40280  0.359
H -4.08391 -3.58050 0.53776  0.417
H 0.77813 -4.48324 -2.08948  0.436
H -4.17834 -2.05019 1.39315  0.377
H 3.88835 2.53035 1.22232  0.258
H 3.10451 -0.16497 -2.98331  0.323
H -3.78324 2.91760 -1.42629  0.302
H 5.43731 -3.55608 -0.69675  0.469
H -0.59199 -2.12182 -3.89200  0.439
H -5.71024 0.63199 3.62632  0.435
H -2.18300 -4.81714 1.07114  0.435
H -0.38616 -1.41877 -6.26612  0.425
H 0.32717 4.98189 3.02586  0.442
H 0.22757 -5.00538 1.56354  0.493
H -6.71931 3.39258 0.52073  0.398
H 2.11641 4.84153 -0.85879  0.431
H 1.56611 3.15412 -2.38430  0.543
H 3.31039 0.54265 -5.35519  0.435
H 2.40440 -6.34567 -1.87629  0.438
H -7.37868 2.06288 2.48563  0.411
H -3.38265 0.57884 2.81766  0.649
H 0.21589 2.06118 -2.02715  0.287

Output
lowest unoccupied orbital energy (alpha / beta)	-0.2117 / -0.2147	Eh
total charge	+1
HOMO-LUMO gap (alpha / beta)	0.20546 / 0.20205	Ha
energy relative to the best compared isomer or geometry (same formula, charge and spin)	268.9	kJ/mol
HOMO level (alpha / beta)	-11.35 / -11.34	eV

Record 3
Below is an isolated molecule of C4H12N2S, with properties calculated with the ωB97M-V functional and the def2-TZVPD basis.

Last column: natural (NBO) charge in e.
Cartesian coordinates (Å):
S 1.71598 2.40224 -0.02135  -0.104
N 2.40583 -0.81737 -0.20134  -0.837
N -1.31562 -0.69324 0.32581  -0.667
C 0.24528 1.22881 -0.53768  -0.502
C -0.08205 0.13939 0.45476  -0.102
C 0.91779 -1.04865 0.07110  -0.224
C -2.66914 -0.12389 0.11040  -0.407
H -0.12497 0.46580 1.58487  0.195
H 0.47997 -1.68835 -0.83613  0.208
H -3.05328 -0.07434 -0.90524  0.185
H 2.48056 2.01763 -1.16240  0.156
H -3.46721 -0.64087 0.67144  0.203
H 2.83510 -1.55470 0.51887  0.351
H 0.56112 0.76839 -1.50964  0.233
H 2.63191 0.03357 0.18507  0.355
H -1.17862 -1.52490 0.94425  0.378
H -2.60934 0.96545 0.42338  0.177
H 0.79939 -1.83516 0.86730  0.168
H -0.57271 1.98021 -0.98346  0.237

Output
lowest unoccupied orbital energy	0.0318	Eh
HOMO-LUMO gap	0.34101	Ha
energy relative to the best compared isomer or geometry (same formula, charge and spin)	270.4	kJ/mol
SMILES	CN[C@@H](CN)CS
HOMO level	-8.41	eV

Record 4
Below is a structure of composition C25H21CrN2O4PTe, with properties calculated with the ωB97M-V functional and the def2-TZVPD basis.

Last column: natural (NBO) charge in e.
Cartesian coordinates (Å):
Te 0.49135 -3.42015 -4.22509  -0.082
Cr 0.12285 -0.46595 -2.08959  1.181
P 0.38245 -0.08895 1.04161  1.934
O 0.01585 0.36025 -0.34839  -1.098
O -0.38575 3.28885 -0.67389  -0.615
O -1.36385 -1.66825 -5.55919  -0.628
O -0.13985 -1.40255 -3.68489  -0.675
N 1.43225 -1.94375 -1.37069  -0.937
N -0.89385 0.76295 -2.99859  -0.448
C 0.74465 1.88205 3.04141  -0.209
C -3.60385 -1.32235 2.92521  -0.171
C -2.36695 1.23355 -4.87129  -0.163
C -1.14285 -0.60285 1.88021  -0.362
C -2.30375 0.02355 1.43261  -0.194
C -1.02225 -0.90035 -4.50769  0.663
C -2.61245 2.48445 -4.35809  -0.224
C 2.30355 1.81745 1.19841  -0.179
C -3.53205 -0.33685 1.95261  -0.205
C 2.54355 3.47235 2.91151  -0.171
C 1.43145 2.96605 3.56561  -0.195
C 2.97535 2.90475 1.72191  -0.200
C -0.07635 2.44145 -1.59729  0.296
C 2.07925 -1.82205 2.30761  -0.170
C 3.07525 -3.79745 1.39341  -0.158
C -1.95015 2.90255 -3.19719  -0.188
C 1.53145 -1.50115 1.06481  -0.441
C 1.82165 -2.30915 -0.03749  0.173
C -2.44845 -1.93215 3.38601  -0.189
C 2.85805 -2.95055 2.47051  -0.202
C -1.48795 0.37215 -4.17459  -0.038
C 1.19475 1.30285 1.86381  -0.359
C 2.57345 -3.46795 0.14931  -0.212
C -1.21385 -1.58135 2.86511  -0.205
C -1.06555 2.03355 -2.56329  -0.015
H -4.43005 0.14195 1.59081  0.228
H -2.83135 0.91945 -5.79279  0.224
H 1.19805 -2.80985 -1.93209  0.419
H -2.22775 0.78055 0.66261  0.222
H 3.65765 -4.69695 1.51441  0.235
H 2.61305 1.37055 0.26061  0.222
H -2.51135 -2.68825 4.15241  0.229
H 3.82865 3.31095 1.20031  0.230
H -3.29965 3.14985 -4.85429  0.236
H 3.28385 -3.18295 3.43231  0.234
H 2.77315 -4.10475 -0.70129  0.235
H 1.09535 3.42175 4.48471  0.228
H 1.90485 -1.15345 3.14001  0.229
H -2.07725 3.91245 -2.83619  0.225
H -0.13795 1.49755 3.53411  0.228
H -1.33305 3.55345 -0.61539  0.458
H 2.27785 -1.58805 -1.83959  0.409
H 3.07265 4.32065 3.32031  0.229
H -1.94135 -1.19825 -6.17219  0.510
H -4.56315 -1.61805 3.32071  0.230
H -0.31985 -2.07355 3.21621  0.227

Output
lowest unoccupied orbital energy (alpha / beta)	-0.1283 / -0.1297	Eh
2S+1	2
total charge	+1
HOMO-LUMO gap (alpha / beta)	0.22065 / 0.22317	Ha
HOMO level (alpha / beta)	-9.50 / -9.60	eV

Record 5
Below is the ion C2H4NS with charge +1, with properties calculated with the ωB97M-V functional and the def2-TZVPD basis.

Last column: natural (NBO) charge in e.
Cartesian coordinates (Å):
S 3.15383 0.27253 -0.00390  0.393
N -0.55237 0.97282 0.00384  -0.607
C 0.26657 -0.10369 -0.00806  0.276
C 1.86773 -0.67489 0.01422  -0.404
H -0.31743 -1.02287 -0.05851  0.202
H 1.82070 -1.75056 0.03446  0.243
H -0.18511 1.92013 0.06220  0.445
H -1.55667 0.84006 -0.03881  0.452

Output
lowest unoccupied orbital energy	-0.2521	Eh
total charge	+1
HOMO-LUMO gap	0.27254	Ha
energy relative to the best compared isomer or geometry (same formula, charge and spin)	75.4	kJ/mol
SMILES	[NH2+]=CC=S
HOMO level	-14.27	eV

Record 6
Below is a cluster of 2 separate species, H5N3O in total, with properties calculated with the ωB97M-V functional and the def2-TZVPD basis.

Last column: natural (NBO) charge in e.
Cartesian coordinates (Å):
O 2.71961 0.01905 -0.40796  -0.574
N -2.93863 -0.33454 -0.41722  -0.228
N 1.42252 -0.43897 0.01129  -0.514
N -2.16086 0.51487 -0.06352  -0.348
H -1.22140 0.58752 0.44247  0.315
H 2.72919 0.96743 -0.22180  0.444
H 1.42710 -0.26464 1.01150  0.327
H -2.70145 -1.22756 0.09223  0.260
H 0.72392 0.17683 -0.44698  0.319

Output
lowest unoccupied orbital energy	0.0191	Eh
HOMO-LUMO gap	0.34551	Ha
energy relative to the best compared isomer or geometry (same formula, charge and spin)	218.8	kJ/mol
SMILES	[H]/N=N\[H].NO
HOMO level	-8.88	eV

Record 7
Below is an isolated molecule of C4H8OS, with properties calculated with the ωB97M-V functional and the def2-TZVPD basis.

Last column: natural (NBO) charge in e.
Cartesian coordinates (Å):
S -2.13801 0.04025 -0.61873  -0.044
O 1.08449 0.59933 -0.68584  -0.497
C 1.16984 -1.74307 -0.41674  -0.494
C 0.53877 -0.52282 -0.27344  0.329
C 0.67116 1.80123 -0.08271  -0.262
C -0.78647 -0.51794 0.45213  -0.586
H 1.38176 2.64243 -0.19988  0.205
H -0.31138 2.14454 -0.44975  0.191
H -0.98555 -1.54198 0.64477  0.231
H 0.78073 -2.61457 0.00246  0.202
H -3.12746 -0.22893 0.25695  0.125
H 0.51983 1.64051 0.97879  0.172
H -0.86637 0.02657 1.38364  0.221
H 2.06865 -1.72556 -0.99166  0.207

Output
lowest unoccupied orbital energy	0.0270	Eh
HOMO-LUMO gap	0.34264	Ha
energy relative to the best compared isomer or geometry (same formula, charge and spin)	160.1	kJ/mol
SMILES	C=C(CS)OC
HOMO level	-8.59	eV